Entry 1:
Formula: C3H10N3
Source: OMol25
Level of theory: ωB97M-V/def2-TZVPD

Cartesian coordinates (Å):
C1 -0.705 0.158 -0.909
C2 0.356 0.313 -1.973
C3 -1.003 -0.225 1.529
N1 -1.767 0.754 -1.157
N2 -0.248 -0.438 0.368
N3 1.146 -0.199 0.597
H1 1.244 0.834 -1.871
H2 0.725 -0.706 -2.383
H3 -0.061 0.652 -2.898
H4 -0.916 0.872 1.814
H5 -2.034 -0.434 1.448
H6 -0.354 -0.836 2.303
H7 -2.530 0.458 -0.505
H8 1.538 -0.842 1.228
H9 1.404 0.764 0.939
H10 1.635 -0.079 -0.324

Results
SMILES   [H]/N=C(/C)N(C)[NH3+]
LUMO   -3.9549 eV
Charge   +1
Highest occupied orbital energy   -14.25 eV
Frontier orbital gap   0.3783 Eh

---

Entry 2:
Formula: C3H10N3
Source: OMol25
Level of theory: ωB97M-V/def2-TZVPD

Cartesian coordinates (Å):
C1 -0.620 1.308 -0.798
C2 -1.052 1.179 0.662
C3 0.119 0.473 0.168
N1 -0.704 -1.417 0.048
N2 1.326 0.328 0.600
N3 2.391 -0.310 -0.146
H1 -1.246 0.973 -1.627
H2 -0.054 2.066 -1.191
H3 -0.785 2.085 1.351
H4 -1.971 0.661 1.025
H5 -1.466 -1.600 -0.508
H6 -1.073 -1.709 1.013
H7 1.421 0.131 1.648
H8 3.302 0.105 -0.083
H9 0.049 -1.901 -0.241
H10 2.266 -0.391 -1.105

Results
LUMO   -3.2893 eV
Charge   +1
Highest occupied orbital energy   -13.90 eV
Frontier orbital gap   0.3900 Eh

---

Entry 3:
Formula: C3H10N3
Source: OMol25
Level of theory: ωB97M-V/def2-TZVPD

Cartesian coordinates (Å):
C1 -1.816 2.366 0.491
C2 -1.171 0.024 0.859
C3 -0.834 1.528 0.681
N1 -1.335 -0.244 -0.467
N2 -0.378 -0.558 -1.190
N3 2.027 -1.587 -0.533
H1 -1.723 3.417 0.403
H2 -2.809 2.005 0.441
H3 -0.297 -0.343 1.246
H4 -2.118 0.071 1.284
H5 0.173 1.993 0.524
H6 0.602 -0.662 -1.056
H7 -0.708 -0.586 -2.215
H8 2.713 -1.822 -1.262
H9 1.621 -2.437 -0.094
H10 2.549 -1.100 0.174

Results
LUMO   -5.1904 eV
Charge   +1
Highest occupied orbital energy   -14.65 eV
Frontier orbital gap   0.3475 Eh

---

Entry 4:
Formula: C3H10N3O
Source: OMol25
Level of theory: ωB97M-V/def2-TZVPD

Cartesian coordinates (Å):
C1 0.063 -1.717 -0.063
C2 0.614 -0.716 -1.145
C3 0.402 1.486 0.318
N1 -0.653 1.003 0.750
N2 1.050 2.655 0.464
N3 -1.365 -1.378 0.191
O1 1.115 0.600 -0.696
H1 0.264 -2.690 -0.352
H2 0.662 -1.709 0.882
H3 1.573 -1.039 -1.657
H4 -0.221 -0.612 -1.851
H5 -1.126 -0.118 0.388
H6 -1.210 1.380 1.517
H7 0.698 3.530 0.882
H8 1.963 2.715 0.000
H9 -1.947 -1.521 -0.683
H10 -1.883 -1.871 1.056

Results
LUMO   -2.8040 eV
Charge   +1
Highest occupied orbital energy   -14.76 eV
Frontier orbital gap   0.4394 Eh

---

Entry 5:
Formula: C3H10N3O
Source: OMol25
Level of theory: ωB97M-V/def2-TZVPD

Cartesian coordinates (Å):
C1 1.640 -0.433 -0.033
C2 -1.785 0.802 0.159
C3 -1.408 -0.170 -0.950
N1 2.554 -0.280 -0.939
N2 -0.670 -1.318 -0.601
N3 1.734 -0.104 1.220
O1 -0.947 -1.781 0.615
H1 -2.512 1.518 -0.207
H2 -2.217 0.272 1.005
H3 -0.900 1.342 0.491
H4 -2.335 -0.599 -1.370
H5 -0.891 0.309 -1.784
H6 2.391 -0.578 -1.888
H7 3.468 0.120 -0.729
H8 2.573 0.306 1.629
H9 0.967 -0.278 1.853
H10 -0.569 -2.678 0.691

Results
LUMO (spin up / spin down)   -4.7374 / -5.7187 eV
Charge   +1
Highest occupied orbital energy (spin up / spin down)   -13.97 / -13.08 eV
Frontier orbital gap (spin up / spin down)   0.3393 / 0.2707 Eh

---

Entry 6:
Formula: C3H10N3O
Source: OMol25
Level of theory: ωB97M-V/def2-TZVPD

Cartesian coordinates (Å):
C1 0.657 -0.120 -1.127
C2 0.410 -0.883 1.163
C3 -0.147 0.214 0.125
N1 0.341 -0.900 -2.066
N2 -1.532 -0.123 -0.193
N3 0.189 1.489 0.560
O1 1.951 0.658 -1.358
H1 -0.435 -1.608 1.358
H2 0.688 -0.496 2.098
H3 1.387 -1.242 0.609
H4 -0.497 -1.449 -2.048
H5 0.916 -0.895 -2.931
H6 -1.898 -0.433 0.694
H7 -2.020 0.730 -0.423
H8 -0.195 2.371 0.055
H9 1.803 1.499 -0.807
H10 0.065 1.704 1.484

Results
SMILES   CC(N)(N)C(=[NH2+])O
LUMO   -4.0907 eV
Charge   +1
Highest occupied orbital energy   -14.38 eV
Frontier orbital gap   0.3780 Eh

---

Entry 7:
Formula: C3H10N3O2
Source: OMol25
Level of theory: ωB97M-V/def2-TZVPD

Cartesian coordinates (Å):
N1 1.846 -1.620 -1.553
C1 0.659 -1.967 -0.811
O1 -0.387 -2.108 -1.472
O2 0.850 -2.066 0.425
H1 2.696 -1.817 -1.062
H2 1.844 -1.901 -2.522
C2 -1.852 0.498 -0.104
N2 -0.518 1.087 -0.256
C3 0.357 0.934 0.909
N3 0.140 1.931 1.935
H3 -2.416 0.526 -1.035
H4 -1.690 -0.559 0.149
H5 -2.488 0.970 0.650
H6 -0.090 0.594 -1.032
H7 1.373 1.006 0.523
H8 0.262 -0.088 1.289
H9 0.120 2.849 1.518
H10 -0.706 1.731 2.450

Results
LUMO   4.1446 eV
Charge   -1
Highest occupied orbital energy   -4.33 eV
Frontier orbital gap   0.3113 Eh

---

Entry 8:
Formula: C3H10N3S
Source: OMol25
Level of theory: ωB97M-V/def2-TZVPD

Cartesian coordinates (Å):
C1 -1.879 -0.455 -0.234
C2 -0.706 -1.272 0.231
C3 1.616 0.079 -0.264
N1 0.955 1.215 -0.154
N2 2.901 -0.076 -0.106
N3 -1.600 1.012 0.110
S1 0.897 -1.451 -0.735
H1 -2.303 -0.434 -1.209
H2 -2.773 -0.711 0.379
H3 -0.191 -0.956 1.118
H4 -1.044 -2.337 0.233
H5 1.329 2.041 0.213
H6 -0.058 1.071 -0.116
H7 3.152 -1.077 -0.105
H8 3.614 0.545 0.286
H9 -1.867 1.600 -0.669
H10 -2.043 1.206 1.022

Results
LUMO   -3.1735 eV
Charge   +1
Highest occupied orbital energy   -13.85 eV
Frontier orbital gap   0.3922 Eh

---

These records have ΔE to the lowest compared entry with this formula, charge and spin values of 101.24; 108.18; 105.30; 59.34; 134.78; 65.78; 10.77; 17.29 kcal/mol, in the order they appear.